2 unconnected molecules or ions with the total composition CF3N3. Source: OMol25; level of theory: ωB97M-V/def2-TZVPD.

Geometry (Å):
C (-2.018, -0.171, 0.672)
N (2.651, 0.142, -1.209)
N (-1.453, -1.142, 0.831)
N (1.721, 0.030, -0.600)
F (-2.547, 0.963, 0.633)
F (1.302, -0.535, 0.564)
F (0.344, 0.712, -0.892)

Results
HOMO level: -12.34 eV
relative energy (zero: lowest compared OMol25 entry of this formula, charge and spin): 0.807 eV
LUMO level: -0.01633 Ha

***

A molecular structure, C22H37BrMnO3SSi. Source: OMol25; level of theory: ωB97M-V/def2-TZVPD.

Geometry (Å):
C (1.503, -1.369, 0.147)
C (0.927, -0.833, 1.362)
C (-0.481, -1.140, 1.355)
H (1.453, -0.298, 2.152)
C (-0.782, -1.843, 0.130)
C (0.436, -1.977, -0.612)
H (0.542, -2.508, -1.550)
H (2.545, -1.325, -0.156)
H (-1.179, -0.922, 2.158)
H (-1.754, -2.241, -0.159)
Mn (0.051, 0.102, -0.305)
Br (1.747, 1.629, -0.737)
C (1.564, -0.198, -4.040)
C (1.250, -1.586, -4.092)
C (2.290, -2.297, -3.416)
H (0.391, -2.033, -4.584)
C (3.241, -1.346, -2.945)
C (2.809, -0.052, -3.360)
H (3.345, 0.877, -3.199)
H (0.972, 0.611, -4.453)
H (2.356, -3.376, -3.298)
H (4.147, -1.568, -2.390)
C (0.388, 2.900, 4.279)
C (-0.959, 2.221, 4.495)
C (-0.927, 1.117, 5.550)
C (-1.954, 3.295, 4.913)
O (-1.341, 1.538, 3.245)
Si (-1.958, 2.292, 1.910)
S (-1.787, 1.252, 0.082)
O (-3.558, 2.537, 2.191)
C (-4.689, 1.662, 2.428)
C (-4.594, 0.428, 1.536)
C (-4.708, 1.252, 3.896)
C (-5.928, 2.482, 2.090)
O (-1.331, 3.825, 1.843)
C (-1.791, 4.965, 1.054)
C (-1.259, 4.799, -0.363)
C (-3.311, 5.049, 1.013)
C (-1.253, 6.222, 1.718)
H (0.684, 3.458, 5.179)
H (0.317, 3.613, 3.449)
H (1.160, 2.165, 4.027)
H (-0.703, 1.537, 6.540)
H (-1.904, 0.620, 5.614)
H (-0.186, 0.345, 5.307)
H (-1.932, 4.141, 4.215)
H (-2.970, 2.892, 5.000)
H (-1.656, 3.682, 5.902)
H (-3.736, -0.194, 1.823)
H (-5.512, -0.165, 1.659)
H (-4.482, 0.717, 0.483)
H (-4.897, 2.117, 4.546)
H (-5.515, 0.522, 4.047)
H (-3.761, 0.774, 4.184)
H (-6.010, 3.355, 2.752)
H (-5.877, 2.843, 1.055)
H (-6.821, 1.853, 2.206)
H (-1.563, 3.826, -0.769)
H (-1.663, 5.594, -1.002)
H (-0.165, 4.849, -0.366)
H (-3.736, 5.126, 2.021)
H (-3.592, 5.955, 0.455)
H (-3.757, 4.195, 0.492)
H (-1.640, 6.341, 2.739)
H (-0.159, 6.224, 1.762)
H (-1.569, 7.100, 1.142)

Results
multiplicity: 5
HOMO level (alpha / beta): -2.80 / -2.79 eV
charge: -1
relative energy (zero: lowest compared OMol25 entry of this formula, charge and spin): 0.000 eV
LUMO level (alpha / beta): 0.06351 / 0.08388 Ha

***

2 unconnected molecules or ions with the total composition C5H9NO2. Source: OMol25; level of theory: ωB97M-V/def2-TZVPD.

Geometry (Å):
N (-0.796, -2.215, 1.116)
C (-0.453, -1.133, 0.217)
C (-1.473, -0.603, -0.743)
C (-1.261, 0.216, 0.462)
O (-2.019, 0.399, 1.399)
H (-1.696, -2.030, 1.563)
H (-0.109, -2.290, 1.864)
H (0.580, -1.135, -0.102)
H (-2.420, -1.127, -0.812)
H (-1.111, -0.192, -1.675)
C (1.893, 1.437, -1.025)
C (1.115, 1.465, 0.257)
O (1.438, 1.009, 1.330)
H (2.477, 2.356, -1.115)
H (1.228, 1.337, -1.883)
H (2.589, 0.596, -1.013)
H (0.019, 1.908, 0.161)

Results
HOMO level: -8.09 eV
relative energy (zero: lowest compared OMol25 entry of this formula, charge and spin): 4.313 eV
LUMO level: -0.00730 Ha

***

3 unconnected molecules or ions with the total composition C3H11N4O2. Source: OMol25; level of theory: ωB97M-V/def2-TZVPD.

Geometry (Å):
C (-0.979, -1.881, -0.268)
C (2.847, -0.997, 0.414)
C (1.352, 0.147, -0.996)
N (-1.224, -2.756, -1.046)
N (-1.597, 2.105, -0.602)
N (-0.588, -0.847, 0.235)
N (-1.193, 0.078, 1.100)
O (0.697, 1.098, -1.352)
O (2.028, 0.125, 0.119)
H (2.452, -1.499, 1.297)
H (3.853, -0.632, 0.623)
H (2.874, -1.695, -0.425)
H (1.471, -0.742, -1.644)
H (-1.093, -3.747, -1.008)
H (-1.682, 3.041, -0.205)
H (-2.307, 1.969, -1.323)
H (-1.899, -0.362, 1.695)
H (-0.644, 1.965, -1.026)
H (-1.634, 1.335, 0.155)
H (-0.447, 0.442, 1.697)

Results
HOMO level: -13.24 eV
charge: +1
relative energy (zero: lowest compared OMol25 entry of this formula, charge and spin): 1.024 eV
LUMO level: -0.10934 Ha

***

A molecular structure, C2H5BaO2. Source: OMol25; level of theory: ωB97M-V/def2-TZVPD.

Geometry (Å):
C (0.798, -0.910, -0.027)
H (0.380, -1.367, 0.879)
H (1.745, -1.400, -0.279)
C (-0.158, -0.913, -1.118)
O (-1.065, -0.070, -1.242)
Ba (-2.053, 2.168, -0.371)
H (-0.185, -1.780, -1.795)
O (-0.034, 1.778, 1.092)
H (-0.023, 1.946, 2.051)
H (0.596, 0.548, 0.810)

Results
multiplicity: 2
HOMO level (alpha / beta): -19.15 / -19.60 eV
charge: +2
LUMO level (alpha / beta): -0.29988 / -0.41536 Ha

***

2 unconnected molecules or ions with the total composition C5H10. Source: OMol25; level of theory: ωB97M-V/def2-TZVPD.

Geometry (Å):
C (1.723, -0.307, -0.081)
C (0.402, -0.219, -0.137)
C (-0.730, -0.952, 0.559)
C (-1.715, -0.214, -0.385)
C (-0.557, 0.692, -0.882)
H (2.227, -0.988, 0.603)
H (2.368, 0.396, -0.607)
H (-0.705, -2.043, 0.491)
H (-0.858, -0.682, 1.618)
H (-2.552, 0.297, 0.097)
H (-2.101, -0.864, -1.173)
H (-0.605, 1.717, -0.484)
H (-0.411, 0.757, -1.964)
H (2.055, 1.245, 1.727)
H (1.438, 0.994, 1.374)

Results
HOMO level: -8.97 eV
relative energy (zero: lowest compared OMol25 entry of this formula, charge and spin): 2.908 eV
LUMO level: 0.04748 Ha

***

A single C19H18N2O molecule. Source: OMol25; level of theory: ωB97M-V/def2-TZVPD.

Geometry (Å):
C (-1.697, -2.914, -3.549)
N (-1.686, -1.484, -3.852)
C (-2.325, -0.337, -3.185)
C (-1.181, 0.580, -3.696)
C (-0.345, 1.418, -2.684)
N (0.704, 0.444, -2.136)
C (1.013, 0.417, -0.719)
C (1.743, -0.606, -0.121)
C (1.839, -0.590, 1.282)
C (1.253, 0.353, 2.053)
C (0.445, 1.323, 1.523)
C (0.357, 1.386, 0.127)
C (-0.031, 2.244, 2.575)
O (-0.879, 3.093, 2.552)
C (0.381, 1.573, 3.822)
C (0.100, 1.838, 5.149)
C (0.372, 0.842, 6.093)
C (0.923, -0.385, 5.790)
C (1.221, -0.705, 4.435)
C (1.120, 0.354, 3.533)
C (0.590, -0.857, -2.852)
C (-0.463, -0.717, -4.044)
H (-2.568, -3.426, -3.765)
H (-1.421, -3.015, -2.459)
H (-0.875, -3.326, -4.121)
H (-3.229, -0.062, -3.681)
H (-2.352, -0.377, -2.106)
H (-1.515, 1.281, -4.470)
H (0.126, 2.212, -3.122)
H (-1.047, 1.944, -2.012)
H (2.238, -1.363, -0.744)
H (2.556, -1.251, 1.821)
H (-0.244, 2.183, -0.244)
H (-0.284, 2.814, 5.467)
H (0.179, 1.186, 7.153)
H (1.135, -1.169, 6.547)
H (1.642, -1.607, 4.160)
H (1.611, -0.887, -3.318)
H (0.504, -1.659, -2.224)
H (0.091, -0.748, -4.978)

Results
HOMO level: -7.66 eV
relative energy (zero: lowest compared OMol25 entry of this formula, charge and spin): 3.028 eV
LUMO level: -0.01686 Ha

***

Across the entries above, largest force on an atom takes the values 1.97; 2.61; 4.80; 0.93; 3.48; 1.15; 5.05 eV/Å, respectively.
Across the entries above, energy takes the values -13652.840; -149638.363; -10912.263; -13336.826; -6924.901; -5344.358; -25019.748 eV, respectively.